(1)
{"formula": "C15H11BN2O9Zn", "method": "ωB97M-V/def2-TZVPD", "symbols": ["Zn", "O", "C", "C", "C", "N", "C", "C", "C", "O", "O", "C", "O", "O", "H", "H", "H", "N", "C", "C", "O", "O", "H", "H", "H", "H", "O", "B", "O", "C", "C", "C", "C", "C", "C", "H", "H", "H", "H"], "positions_angstrom": [[-1.0497, 0.6911, 0.7077], [1.5926, -4.9203, 2.3762], [1.2972, -3.7923, 1.6419], [0.0255, -3.5629, 1.1503], [-0.2007, -2.3811, 0.4601], [0.7523, -1.4813, 0.2291], [1.9893, -1.7325, 0.6686], [2.3018, -2.8779, 1.3918], [3.1355, -0.7270, 0.3676], [4.2688, -1.1097, 0.7161], [2.8176, 0.3482, -0.1880], [-1.6220, -2.1018, -0.0437], [-2.3413, -3.0846, -0.2503], [-1.9474, -0.8835, -0.2105], [0.7779, -5.4258, 2.4604], [-0.7956, -4.2568, 1.2865], [3.3168, -3.0213, 1.7320], [0.2134, 1.2060, -0.8662], [-0.0616, 2.5749, -1.2786], [-1.4751, 3.0451, -0.8632], [-1.8854, 4.0984, -1.3613], [-2.0847, 2.3109, -0.0202], [1.1952, 0.9724, -0.6530], [-0.1089, 0.5232, -1.5423], [0.0438, 2.7364, -2.3543], [0.6519, 3.2399, -0.7874], [-0.9203, 1.2617, 3.8616], [-0.6565, 0.4201, 2.7374], [-0.0429, -0.7550, 3.2529], [0.0606, -0.6146, 4.5957], [0.5948, -1.4858, 5.5189], [0.5687, -1.0853, 6.8570], [0.0282, 0.1389, 7.2331], [-0.5069, 1.0160, 6.2858], [-0.4762, 0.6125, 4.9690], [1.0203, -2.4304, 5.2062], [0.9819, -1.7402, 7.6146], [0.0245, 0.4208, 8.2793], [-0.9265, 1.9737, 6.5649]], "charge": -2}

(2)
{"formula": "C25H41BrN2P2Re", "method": "ωB97M-V/def2-TZVPD", "symbols": ["C", "C", "C", "C", "N", "C", "C", "C", "C", "C", "C", "C", "C", "C", "Re", "P", "H", "H", "H", "H", "H", "H", "H", "H", "C", "C", "H", "H", "H", "H", "H", "C", "C", "H", "H", "H", "H", "H", "C", "C", "H", "H", "H", "H", "H", "Br", "P", "C", "C", "H", "H", "H", "H", "H", "C", "C", "H", "H", "H", "H", "H", "C", "C", "H", "H", "H", "H", "H", "N", "H", "H", "H"], "positions_angstrom": [[-2.0488, 5.6493, -1.9976], [-2.1450, 4.2986, -2.3949], [-2.4565, 4.0289, -3.7372], [-2.2960, 5.0759, -4.6624], [-1.9674, 6.3158, -4.2872], [-1.8858, 6.6236, -2.9943], [-1.7454, 3.2483, -1.4757], [-0.9498, 3.4013, -0.3264], [0.0448, 2.4633, 0.1347], [0.8960, 2.6189, 1.2861], [1.6671, 1.5822, 1.7725], [1.8082, 0.3134, 1.0619], [1.2323, 0.2980, -0.2018], [0.2607, 1.2960, -0.7194], [-1.7892, 1.6570, -0.4192], [2.7561, -1.1903, 1.5611], [-2.7623, 3.0298, -4.0539], [-1.9963, 5.9275, -0.9499], [-2.4192, 4.8836, -5.7398], [-1.6550, 7.6674, -2.7262], [0.3700, 1.4481, -1.8067], [0.8552, 3.5839, 1.8185], [1.5230, -0.4664, -0.9426], [2.2622, 1.7521, 2.6633], [2.1223, -2.7761, 2.2789], [2.9112, -4.0476, 1.9377], [1.0754, -2.8792, 1.9500], [2.0971, -2.6076, 3.3643], [2.7823, -4.7830, 2.7358], [2.5290, -4.5096, 1.0198], [3.9887, -3.8830, 1.8295], [3.4474, -1.8068, -0.0138], [4.3756, -0.8307, -0.7343], [2.5872, -2.0606, -0.6523], [3.9598, -2.7592, 0.1597], [4.2608, -0.9743, -1.8200], [4.1670, 0.2290, -0.5175], [5.4295, -1.0528, -0.4977], [4.1105, -0.4683, 2.5241], [5.2392, -1.4367, 2.8578], [3.6237, -0.0572, 3.4222], [4.4882, 0.3738, 1.9256], [5.8956, -0.9405, 3.5818], [4.8811, -2.3703, 3.3116], [5.8447, -1.6657, 1.9698], [0.7295, -0.2627, 3.4704], [-2.2180, -0.6209, -0.1783], [-0.9223, -1.8926, 0.1594], [-1.1692, -3.2909, -0.3734], [-0.7571, -1.8801, 1.2435], [0.0088, -1.5227, -0.2759], [-0.2111, -3.8140, -0.5235], [-1.7481, -3.8983, 0.3294], [-1.6782, -3.2754, -1.3466], [-3.5782, -1.2589, 0.8854], [-4.2786, -2.5848, 0.5760], [-4.3431, -0.4668, 0.9243], [-3.1470, -1.3327, 1.9014], [-4.7403, -2.9685, 1.4995], [-5.0917, -2.4587, -0.1514], [-3.5993, -3.3561, 0.2080], [-2.3031, -0.4466, -2.0070], [-3.4415, -1.2676, -2.6258], [-1.3400, -0.7068, -2.4741], [-2.4883, 0.6550, -2.2048], [-4.0222, -0.6298, -3.3033], [-3.0342, -2.1039, -3.2146], [-4.1244, -1.6800, -1.8755], [-2.3971, 1.6873, 1.6983], [-1.6247, 2.0508, 2.2543], [-2.6640, 0.7967, 2.1357], [-3.1919, 2.3291, 1.7732]], "charge": 4, "multiplicity": 4, "s2": 3.82}

(3)
{"formula": "C8H11N2O3", "method": "ωB97M-V/def2-TZVPD", "symbols": ["C", "C", "C", "C", "C", "C", "C", "C", "N", "N", "O", "O", "O", "H", "H", "H", "H", "H", "H", "H", "H", "H", "H", "H"], "positions_angstrom": [[0.7581, -2.5639, 0.0696], [3.4553, 1.0094, 0.1559], [-3.7048, 1.4076, 0.1764], [-3.1742, 0.2302, 0.1433], [1.1517, -0.0376, -0.1085], [-2.6656, -0.9591, 0.3193], [0.8007, 0.5376, -1.5301], [0.5749, 0.9869, 0.9601], [0.8154, -3.7667, -0.1504], [0.5394, -1.3926, -0.0733], [2.9485, 2.1042, -0.1669], [4.5650, 0.6316, 0.4056], [2.4832, -0.1503, 0.1979], [-4.0213, 2.1087, -0.6991], [-3.8547, 2.0480, 1.0220], [0.4250, -4.4954, 0.4505], [-1.6529, -1.2098, 0.2363], [-3.2220, -1.7619, 0.4467], [-0.3005, 0.7912, -1.4227], [1.0093, -0.2989, -2.3621], [1.5705, 1.4042, -1.5454], [-0.4689, 0.6278, 1.1612], [0.8012, 1.9124, 0.5082], [1.1665, 0.8364, 1.8055]], "charge": -1}

(4)
{"formula": "C3H9N4", "method": "ωB97M-V/def2-TZVPD", "symbols": ["C", "C", "C", "N", "N", "N", "N", "H", "H", "H", "H", "H", "H", "H", "H", "H"], "positions_angstrom": [[-1.1852, -0.4394, 0.0095], [0.0046, 1.5621, -0.2631], [1.1683, 0.7012, 0.1499], [-2.1198, -1.2974, -0.1080], [-1.2349, 0.8584, 0.0739], [1.1966, -0.5365, -0.5402], [1.7036, -1.4904, 0.1204], [-0.0222, 2.5120, 0.2089], [0.1113, 1.6279, -1.3991], [1.9772, 1.2352, -0.3159], [1.2296, 0.7051, 1.2796], [-2.9951, -1.0887, -0.4673], [-2.0645, 1.4172, 0.3946], [2.0799, -2.3436, -0.2946], [-1.9316, -2.2365, 0.1079], [2.0824, -1.1868, 1.0437]], "charge": 1}

(5)
{"formula": "C2H4O2PS", "method": "ωB97M-V/def2-TZVPD", "symbols": ["C", "C", "O", "O", "P", "S", "H", "H", "H", "H"], "positions_angstrom": [[-1.5696, 0.3701, -0.3593], [0.5622, 0.7023, 0.8061], [-0.0878, -2.0443, 0.8208], [0.8647, -0.7312, -1.3518], [-0.1954, -0.7407, 0.0446], [-0.4427, 1.7389, -0.1889], [-2.0942, 0.2686, -1.3112], [-0.0361, 0.7605, 2.4557], [1.5987, 1.1412, 0.7651], [1.4002, -1.4654, -1.6810]], "charge": -1}

(6)
{"formula": "C31H53BBr2Ca2CsF2MgN2O17PSSi2", "method": "ωB97M-V/def2-TZVPD", "symbols": ["C", "C", "C", "C", "C", "C", "Si", "O", "Si", "O", "C", "N", "C", "C", "C", "C", "C", "C", "O", "C", "C", "O", "N", "C", "C", "C", "O", "P", "C", "C", "C", "H", "H", "H", "H", "H", "H", "H", "H", "H", "H", "H", "H", "H", "H", "H", "H", "H", "H", "H", "H", "H", "H", "H", "H", "H", "H", "H", "H", "H", "H", "H", "H", "H", "H", "H", "H", "H", "H", "H", "H", "H", "H", "H", "H", "H", "H", "H", "B", "O", "C", "O", "C", "O", "O", "F", "F", "Ca", "C", "C", "C", "O", "C", "C", "C", "O", "O", "O", "H", "H", "Ca", "O", "S", "O", "O", "O", "Cs", "Mg", "Br", "C", "C", "Br", "H", "H", "H", "H"], "positions_angstrom": [[5.6628, 0.6147, 2.1802], [5.7243, 0.2208, 0.6942], [4.7231, -0.9182, 0.4398], [3.2797, -0.5408, 0.8235], [2.1788, -1.0321, -0.1354], [0.9954, -1.6663, 0.5995], [-0.5112, -2.2419, -0.3687], [-1.3048, -0.8990, -0.9233], [-2.7508, -0.4301, -0.2744], [-2.5352, -0.2875, 1.3527], [-4.2319, -1.5446, -0.6856], [-5.0041, -1.3383, 0.4945], [-3.2322, 1.2176, -1.0141], [-2.1267, 2.2636, -1.1628], [-1.4463, 2.6472, 0.1668], [-1.0701, 4.1350, 0.2419], [0.2783, 4.4321, -0.4406], [0.0723, 4.7605, -1.9103], [1.2683, 4.3062, -2.7427], [0.9565, 3.1067, -3.4030], [1.2436, 1.8307, -2.7156], [0.4968, 3.2233, -4.5138], [-0.0140, -3.2297, -1.7276], [0.7132, -2.4268, -2.7516], [-1.1809, -3.8294, -2.3851], [-1.1405, -5.3093, -2.6506], [-2.1083, -3.1452, -2.7198], [-1.7770, -3.5538, 0.9473], [-0.8836, -5.1622, 0.8710], [-1.5610, -2.9612, 2.6972], [-0.5921, -3.7538, 3.5734], [6.6327, 0.6016, 2.6891], [4.9760, -0.1126, 2.6330], [5.1946, 1.5911, 2.3398], [5.3997, 1.0976, 0.1289], [6.7071, -0.0572, 0.3313], [5.0511, -1.7625, 1.0707], [4.8101, -1.2509, -0.5944], [3.2127, 0.5421, 0.9745], [3.0578, -0.9962, 1.8210], [2.6162, -1.7947, -0.7822], [1.8647, -0.1805, -0.7415], [1.3733, -2.5986, 1.0490], [0.6488, -1.0351, 1.4274], [-3.1615, 0.3520, 1.7708], [-4.0342, -2.6037, -0.8310], [-4.7736, -1.1637, -1.5687], [-5.7419, -2.0365, 0.6406], [-5.3773, -0.3698, 0.5061], [-3.5677, 0.9479, -2.0244], [-4.1043, 1.6383, -0.5034], [-1.4006, 1.8700, -1.8847], [-2.5741, 3.1703, -1.5870], [-2.1073, 2.4201, 1.0037], [-0.5111, 2.0797, 0.2513], [-1.8461, 4.7273, -0.2562], [-1.0232, 4.4806, 1.2738], [0.7411, 5.2948, 0.0412], [0.9511, 3.5797, -0.3346], [0.0245, 5.8389, -2.0494], [-0.8097, 4.2835, -2.3352], [2.3109, 1.5938, -2.8089], [0.6192, 1.0608, -3.1678], [0.9735, 1.8995, -1.6615], [0.8079, -1.3764, -2.4631], [0.1793, -2.4272, -3.7022], [1.7136, -2.8306, -2.9212], [-1.9385, -5.7670, -2.0599], [-0.1864, -5.7639, -2.4009], [-1.4156, -5.4763, -3.6924], [-1.3899, -5.8674, 1.5315], [0.1663, -5.1113, 1.1728], [-0.9195, -5.5609, -0.1376], [-2.5458, -2.8817, 3.1562], [-1.1957, -1.9344, 2.6342], [-0.7709, -3.4848, 4.6183], [0.4492, -3.4826, 3.3577], [-0.7217, -4.8331, 3.5165], [-7.4519, -3.0893, -3.2501], [-8.8837, -2.7210, -3.0222], [-9.1729, -2.6930, -1.7451], [-10.2162, -2.4265, -1.2296], [-7.8606, -3.0539, -0.9661], [-7.7395, -3.0986, 0.2356], [-6.9173, -3.2778, -1.8398], [-6.7520, -2.0554, -3.8522], [-7.3350, -4.2596, -3.9558], [4.5963, -1.1156, 4.3881], [5.1341, 4.5665, -3.0338], [5.8030, 5.7490, -2.6320], [7.1455, 5.4737, -1.9032], [7.8414, 6.3963, -1.5541], [7.4935, 4.0756, -1.6622], [6.7936, 2.9667, -2.0859], [5.5055, 3.2240, -2.8882], [4.8134, 2.2895, -3.3241], [7.1106, 1.7481, -1.8636], [5.3606, 6.8712, -2.8283], [4.2135, 4.7129, -3.5719], [8.4100, 3.9580, -1.0895], [2.3507, 5.1305, -4.4710], [-6.1949, 1.1335, 1.0660], [-5.6461, 1.3640, 2.4285], [-4.1896, 1.5593, 2.3022], [-5.9130, 0.1867, 3.2811], [-6.3393, 2.5026, 3.0029], [8.7851, 0.9450, -0.5880], [4.2644, 3.6694, -0.5030], [2.4685, -0.1997, 6.5369], [0.7913, -1.2596, 6.7089], [-0.3735, -0.3303, 6.9025], [-0.3791, 0.4174, 8.6833], [0.9604, -1.9240, 7.5506], [0.7024, -1.8338, 5.7923], [-1.2951, -0.9002, 6.7892], [-0.3714, 0.5007, 6.2032]], "charge": 2}

no.,calculated total energy (a.u.)
1,-3169.3649
2,-4419.8880
3,-646.6085
4,-338.3650
5,-968.5686
6,-10867.6600